(1)
Computed, not measured: C2H4N2O3S as an isolated structure in a non-equilibrium geometry, with ωB97M-V/def2-TZVPD.

Calculated values
Kohn-Sham gap (eV): 9.662
DFT total energy (eV): -22093.1685
ΔE to the lowest compared entry with this formula, charge and spin (eV): 3.672
Net charge: 0

Last column: Mulliken charge in e.
Geometry (Å):
C 0.781 0.591 -0.121  0.78
C -0.334 -1.439 -0.020  -0.40
N -2.202 0.598 1.370  -0.48
N 1.915 1.228 0.026  -0.33
O -2.807 -0.219 -0.970  -0.54
O -0.171 1.078 -0.645  -0.55
O 0.839 -0.692 0.277  -0.37
S -1.890 -0.117 0.170  0.71
H -0.559 -1.774 -0.975  0.34
H -0.423 -2.275 0.562  0.38
H 2.128 2.099 -0.303  0.22
H 2.723 0.923 0.630  0.22

(2)
Computed, not measured: one molecule with the formula C3H5NS in a non-equilibrium geometry, with ωB97M-V/def2-TZVPD.

Calculated values
Kohn-Sham gap (eV): 8.526
DFT total energy (eV): -15512.5840
SMILES: C1=CNSC1
ΔE to the lowest compared entry with this formula, charge and spin (eV): 4.288
Net charge: 0

Last column: Mulliken charge in e.
Geometry (Å):
C -0.864 0.290 -0.236  -0.02
C -0.219 -0.377 -1.151  -0.13
C -0.153 0.529 0.956  -0.72
N 1.045 -0.848 -0.698  -0.61
S 1.856 0.432 0.665  -0.02
H -2.019 0.310 -0.602  0.23
H 0.117 -0.226 -2.159  0.30
H -0.389 1.608 1.384  0.30
H -0.211 -0.197 1.717  0.35
H 0.835 -1.520 0.124  0.31

(3)
Computed, not measured: a 8-piece molecular cluster, C53H124N8O11 overall in a non-equilibrium geometry, with ωB97M-V/def2-TZVPD.

Calculated values
Kohn-Sham gap (eV): 8.480
DFT total energy (eV): -91405.8405
SMILES: CC1(C)CCCC(C)(C)N1O.CC1(C)CCCC(C)(C)N1O.CC1(C)CCCC(C)(C)N1O.COC[C@H](C)N.COC[C@H](C)N.COCCNCCOC.COCCNCCOC.COCCNCCOC
ΔE to the lowest compared entry with this formula, charge and spin (eV): 0.471
Net charge: 0

Last column: Mulliken charge in e.
Geometry (Å):
C 3.415 1.307 0.337  -1.06
C 4.481 2.077 1.115  0.28
C 4.408 3.562 0.829  -0.46
O 4.564 3.813 -0.552  -0.18
C 5.509 4.783 -0.927  -0.96
N 4.419 1.800 2.561  -0.69
H 3.692 0.249 0.361  0.44
H 3.399 1.577 -0.721  0.40
H 2.413 1.453 0.742  -0.04
H 5.433 1.672 0.762  0.40
H 5.248 4.031 1.356  0.37
H 3.476 4.033 1.155  -0.06
H 5.693 4.722 -1.997  0.29
H 6.484 4.634 -0.446  0.37
H 5.202 5.788 -0.623  0.36
H 4.330 0.788 2.583  0.34
H 3.546 2.182 2.973  0.17
C -0.102 -1.147 0.216  -0.26
C -1.431 -0.541 0.604  0.87
C -1.530 0.873 -0.036  -0.40
O -0.415 1.636 0.377  0.02
C -0.229 2.829 -0.319  -1.39
N -2.467 -1.396 0.001  0.46
H 0.738 -0.682 0.739  -0.32
H 0.081 -1.141 -0.859  -0.19
H -0.035 -2.162 0.621  0.14
H -1.591 -0.405 1.675  0.19
H -2.412 1.376 0.379  0.57
H -1.585 0.752 -1.121  -0.37
H 0.060 2.652 -1.365  0.35
H 0.595 3.385 0.132  0.40
H -1.122 3.466 -0.330  0.52
H -3.253 -0.842 -0.324  -0.15
H -2.041 -1.777 -0.838  -0.63
C -3.493 -4.841 -0.815  -0.10
O -4.747 -4.775 -1.488  -0.52
C -5.159 -3.421 -1.622  0.22
C -5.588 -2.862 -0.245  -0.31
N -6.629 -3.717 0.345  -0.35
C -6.710 -3.544 1.782  -0.17
C -7.725 -4.452 2.437  -0.84
O -7.282 -5.797 2.378  -0.24
C -7.872 -6.785 3.181  -0.77
H -3.272 -5.906 -0.732  0.48
H -3.454 -4.434 0.198  0.10
H -2.720 -4.333 -1.399  -0.28
H -6.026 -3.418 -2.282  0.46
H -4.402 -2.754 -2.044  -0.39
H -6.006 -1.855 -0.316  0.44
H -4.770 -2.758 0.475  -0.19
H -6.477 -4.706 0.191  0.39
H -7.041 -2.546 2.090  0.36
H -5.754 -3.649 2.315  0.06
H -8.727 -4.371 2.001  0.35
H -7.871 -4.159 3.484  0.45
H -7.295 -7.691 3.005  0.22
H -8.920 -6.975 2.933  0.28
H -7.773 -6.483 4.229  0.31
C -5.102 0.708 -1.582  -1.06
O -4.030 -0.067 -2.109  0.23
C -3.704 0.373 -3.425  -1.38
C -2.433 -0.351 -3.814  0.61
N -2.038 0.031 -5.175  -0.33
C -0.894 -0.788 -5.584  -0.38
C 0.446 -0.358 -4.983  0.01
O 0.661 -1.028 -3.753  0.00
C 1.775 -0.487 -3.091  -0.87
H -5.267 0.393 -0.552  0.32
H -6.051 0.484 -2.081  0.29
H -4.870 1.769 -1.682  0.36
H -3.470 1.446 -3.454  0.38
H -4.550 0.264 -4.108  0.44
H -2.492 -1.424 -3.633  -0.20
H -1.629 0.019 -3.165  -0.14
H -1.696 0.982 -5.082  0.34
H -0.746 -0.814 -6.667  0.43
H -1.090 -1.835 -5.346  -0.12
H 0.505 0.731 -4.882  -0.30
H 1.194 -0.633 -5.737  0.58
H 1.616 0.509 -2.655  0.21
H 2.700 -0.501 -3.670  0.44
H 1.966 -1.017 -2.153  0.02
C 0.946 1.641 3.315  -0.68
O 1.943 2.649 3.246  0.10
C 1.856 3.584 4.312  -1.03
C 2.880 4.716 4.201  -0.35
N 4.235 4.308 4.587  -0.30
C 5.206 5.341 4.290  -0.29
C 5.061 6.685 4.957  -0.61
O 6.250 7.428 4.825  -0.32
C 6.134 8.687 5.484  -0.74
H -0.120 1.868 3.300  0.50
H 1.181 0.937 4.118  0.43
H 1.074 1.016 2.430  -0.43
H 1.804 3.150 5.314  0.39
H 0.931 4.159 4.173  0.35
H 2.495 5.486 4.868  0.47
H 2.795 4.994 3.142  0.26
H 4.489 3.422 4.169  0.28
H 5.220 5.519 3.201  0.02
H 6.180 4.925 4.559  0.40
H 4.994 6.433 6.028  0.31
H 4.131 7.172 4.649  0.34
H 6.960 9.271 5.083  0.26
H 6.302 8.553 6.558  0.29
H 5.175 9.200 5.405  0.31
C 1.797 4.183 -3.998  -1.39
C 0.961 5.329 -4.599  1.46
C -0.467 5.297 -4.013  -0.88
C -0.568 5.940 -2.641  0.33
C 0.206 7.267 -2.565  -1.55
C 1.663 7.253 -3.098  2.06
N 1.511 6.666 -4.433  0.28
O 2.685 6.885 -5.197  -0.50
C 2.181 8.702 -3.184  -2.29
C 2.630 6.524 -2.147  -1.77
C 0.872 4.995 -6.115  -1.87
H 1.463 3.274 -4.500  0.44
H 1.547 4.081 -2.942  0.12
H 2.867 4.326 -4.135  0.19
H -1.181 5.702 -4.730  0.42
H -0.671 4.229 -3.886  0.09
H -0.245 5.280 -1.830  -0.52
H -1.618 6.092 -2.379  0.57
H 0.244 7.560 -1.512  0.50
H -0.365 8.045 -3.075  0.37
H 3.222 8.758 -3.494  0.37
H 1.607 9.315 -3.889  0.51
H 1.979 9.253 -2.264  0.43
H 2.841 6.952 -1.167  0.58
H 2.240 5.543 -1.867  0.06
H 3.563 6.350 -2.684  0.44
H 1.862 4.991 -6.569  0.42
H 0.302 5.767 -6.636  0.49
H 0.416 4.013 -6.227  0.30
H 2.447 7.575 -5.823  0.34
C -0.303 -2.068 7.673  -1.87
C -0.318 -2.064 6.130  1.34
C 1.149 -2.100 5.790  -1.43
C 1.382 -2.485 4.308  0.21
C 0.643 -3.748 3.857  -1.13
C -0.829 -3.865 4.362  2.00
N -0.986 -3.291 5.706  0.45
O -2.294 -3.382 6.188  -0.50
C -1.741 -3.175 3.291  -1.62
C -1.198 -5.353 4.419  -2.06
C -0.925 -0.741 5.606  -1.24
H 0.339 -2.878 8.015  0.45
H -1.298 -2.080 8.121  0.37
H 0.148 -1.165 8.093  0.40
H 1.566 -1.090 5.812  0.40
H 1.768 -2.728 6.429  0.51
H 2.458 -2.670 4.287  0.54
H 1.126 -1.697 3.598  -0.49
H 1.253 -4.639 4.038  0.45
H 0.718 -3.726 2.765  0.09
H -2.719 -2.930 3.717  0.42
H -1.321 -2.267 2.859  -0.15
H -2.069 -3.788 2.447  0.44
H -0.990 -5.709 3.408  0.36
H -0.522 -5.878 5.094  0.45
H -2.242 -5.527 4.670  0.50
H -0.835 -0.648 4.521  -0.02
H -0.534 0.107 6.165  0.42
H -2.016 -0.694 5.679  0.34
H -2.309 -4.189 6.714  0.36
C -0.446 -4.910 -5.390  -1.99
C -0.242 -5.694 -4.067  1.60
C 0.740 -6.816 -4.369  -1.14
C 1.536 -7.380 -3.186  -0.83
C 2.141 -6.262 -2.354  -1.23
C 1.097 -5.221 -1.913  1.79
N 0.387 -4.764 -3.112  0.19
O -0.424 -3.648 -2.822  1.20
C 0.208 -5.729 -0.771  -1.52
C 1.871 -4.005 -1.389  -1.73
C -1.589 -6.207 -3.510  -1.67
H -1.214 -4.136 -5.377  0.26
H -0.814 -5.608 -6.150  0.49
H 0.475 -4.506 -5.811  0.45
H 0.182 -7.695 -4.704  0.35
H 1.426 -6.471 -5.144  0.45
H 2.378 -8.001 -3.501  0.43
H 0.930 -8.069 -2.592  0.35
H 2.978 -5.827 -2.904  0.43
H 2.614 -6.767 -1.505  0.36
H -0.204 -6.730 -0.912  0.29
H 0.759 -5.764 0.171  0.47
H -0.628 -5.045 -0.613  -0.07
H 2.518 -3.552 -2.143  0.39
H 1.241 -3.268 -0.891  -0.08
H 2.599 -4.287 -0.620  0.55
H -2.094 -6.706 -4.341  0.56
H -2.189 -5.375 -3.149  0.15
H -1.476 -6.962 -2.733  0.29
H -0.034 -2.939 -3.352  -0.35